Formula: C3H20NO6S2
Source: OMol25
Level of theory: wB97M-V/def2-TZVPD

Calculated values
- HOMO-LUMO gap (eV) = 8.798
- molecular weight (g/mol) = 230.328
- LUMO (eV) = -2.951
- 2S+1 = 1
- energy above the lowest of the compared OMol25 structures with the same formula, charge and spin (kJ/mol) = 271.89
- charge = +1
- strongest force on any atom (eV Å⁻¹) = 13.6

Geometry as XYZ:
```
32
Properties=species:S:1:pos:R:3:forces:R:3:lowdin_charge:R:1
N -0.372 -0.802 0.166 -1.2412 -2.9009 -3.3836 0.147
C 0.550 -0.037 -0.749 -2.1668 2.0387 3.6229 -0.380
C 0.565 -0.548 -2.113 -2.7093 1.1834 -4.5542 -0.228
O 0.035 -1.823 -2.352 -0.5557 -0.3577 0.9029 -0.028
C 1.783 -0.041 0.140 1.4643 0.0943 0.0793 -0.490
S 2.541 1.602 0.018 -0.3484 0.6525 -0.7461 0.440
S 4.544 1.577 0.154 0.5308 -0.4972 0.2101 0.338
H -1.270 -0.350 0.298 -0.1056 0.1848 -0.3155 0.071
H -0.026 -0.961 1.109 0.2135 -0.3590 0.1111 0.093
H -0.582 -1.743 -0.454 0.3323 2.3229 2.2484 0.218
H 0.036 0.956 -0.877 1.0137 -0.4920 0.7285 0.145
H 1.562 -0.476 -2.421 1.6259 0.0915 -0.9845 0.114
H -0.125 0.059 -2.944 2.0566 -0.6968 2.7074 0.185
H 0.697 -2.427 -2.074 0.8591 -1.5146 0.0781 0.086
H 1.543 -0.113 1.216 -0.0755 -0.1767 -0.6200 0.051
H 2.407 -0.917 -0.111 0.2054 0.5879 0.0076 0.114
H 4.854 1.233 -1.109 -0.0294 0.1087 -0.0443 -0.184
H -0.633 1.759 -4.897 -0.0189 -1.9829 -5.6790 -0.054
H -0.243 3.171 -4.114 -0.8078 -2.6713 -1.1382 0.108
O -0.572 2.211 -4.151 0.8210 4.5947 6.8313 -0.032
H -2.482 -2.063 2.280 0.2088 0.6242 -2.0795 0.117
H -3.302 -1.636 1.036 -0.4594 -0.2410 -0.0312 0.050
O -2.397 -1.795 1.304 -0.3487 -0.6205 2.3801 -0.061
H -2.935 0.601 0.289 0.9435 1.5765 -1.0825 0.113
H -2.709 0.444 -1.057 -4.1930 -8.3053 -9.9846 -0.094
O -2.440 0.983 -0.510 2.8151 6.8982 11.0631 0.068
H -0.620 1.287 4.577 -0.6995 -0.0922 -1.6816 0.094
H -0.831 2.017 3.231 -0.0316 -0.8335 0.3149 0.073
O -0.881 1.115 3.620 0.3247 1.6931 1.7001 -0.092
H 0.190 -0.431 3.956 -0.3056 -0.2814 0.6063 0.003
H 0.621 -1.914 3.323 -0.2361 1.5721 0.8415 0.088
O 0.489 -0.939 3.216 0.9180 -2.2004 -2.1087 -0.074
```
Forces are in eV/Å.

Formula: C3H20NO8
Source: OMol25
Level of theory: wB97M-V/def2-TZVPD

Calculated values
- HOMO-LUMO gap (spin up / spin down) (eV) = 11.027 / 6.476
- molecular weight (g/mol) = 198.192
- LUMO (spin up / spin down) (eV) = -0.066 / -3.941
- 2S+1 = 2
- energy above the lowest of the compared OMol25 structures with the same formula, charge and spin (kJ/mol) = 158.26
- strongest force on any atom (eV Å⁻¹) = 2.9
- <S²> = 0.757

Geometry as XYZ:
```
32
Properties=species:S:1:pos:R:3:forces:R:3:lowdin_charge:R:1
C 1.152 -1.318 1.089 0.0830 -0.2007 -0.2197 -0.148
C 1.105 -1.623 2.587 1.7664 0.3372 0.6569 -0.192
O 2.234 -1.006 3.247 -0.8160 0.2505 -0.1564 -0.061
N 0.331 -0.166 0.826 0.2389 1.1700 -0.9512 0.095
C -0.683 -0.129 -0.245 1.0857 2.6752 -0.4578 -0.263
O -0.397 0.950 -1.068 -0.2997 -1.4818 0.3474 -0.184
H 0.863 -2.168 0.473 -0.4142 -0.0458 0.0688 0.126
H 2.157 -1.054 0.772 0.3944 -0.1974 0.2985 0.140
H 0.152 -1.302 2.985 -0.2415 0.0319 0.2808 0.109
H 1.296 -2.651 2.861 -0.4814 -0.5361 -0.6264 0.122
H 1.994 -0.116 3.522 0.1076 0.1686 0.0455 0.078
H 0.845 0.758 0.858 -0.6362 -0.7803 0.2761 0.127
H -0.528 -1.044 -0.813 -0.6918 -0.5547 0.1950 0.133
H -1.641 0.110 0.226 -0.4211 -0.9810 -0.0650 0.128
H 0.514 1.964 -0.632 1.3661 0.6895 1.4433 0.023
H 0.928 3.368 0.040 -0.1761 0.7064 -0.0571 0.032
O 1.213 2.461 0.028 -0.9145 -1.0975 -1.2886 -0.144
H -3.130 -0.357 2.464 0.1025 0.1497 0.6311 0.050
H -1.939 0.523 2.606 0.6888 0.5761 -0.2610 -0.011
O -2.580 0.078 3.143 -0.7716 -0.7384 -0.3770 -0.048
H -0.985 0.151 -4.112 0.1384 -0.2820 -0.4651 0.014
H -0.754 -0.929 -3.149 0.1213 -0.2547 0.0804 0.008
O -1.033 -0.826 -4.063 -0.1145 0.3741 0.3427 -0.068
H -1.363 -2.842 -4.166 0.1321 0.4687 -0.5658 -0.013
H -1.937 -3.248 -2.856 -0.0366 -0.4146 -0.4098 0.026
O -1.650 -3.628 -3.703 -0.1816 -0.0969 0.9298 -0.066
H 1.673 3.215 1.904 0.0340 -0.3313 0.6457 0.018
H 0.594 2.437 2.575 -0.5867 -0.2346 -0.0228 -0.002
O 1.367 2.946 2.790 0.6202 0.4337 -0.2398 -0.059
H -0.381 1.833 -2.798 -0.8273 -0.2089 -0.0892 0.015
H 0.772 1.848 -3.640 -0.0566 -0.1694 -0.8571 0.069
O -0.189 1.767 -3.749 0.7878 0.5744 0.8677 -0.056
```
Forces are in eV/Å.

Formula: C3H20O8
Source: OMol25
Level of theory: wB97M-V/def2-TZVPD

Calculated values
- structure (SMILES) = CCC=O.O.O.O.O.O.O.O
- HOMO-LUMO gap (eV) = 10.358
- molecular weight (g/mol) = 184.185
- LUMO (eV) = 0.116
- 2S+1 = 1
- energy above the lowest of the compared OMol25 structures with the same formula, charge and spin (kJ/mol) = 284.18
- strongest force on any atom (eV Å⁻¹) = 6.3

Geometry as XYZ:
```
31
Properties=species:S:1:pos:R:3:forces:R:3:lowdin_charge:R:1
O -0.563 -0.175 -0.756 0.8207 0.2521 1.2019 -0.063
C 0.284 -0.918 -0.239 -1.5516 0.4829 -1.2357 -0.212
C 0.593 -2.116 -1.074 -0.1403 -1.0808 -0.2524 -0.209
C 1.656 -3.033 -0.464 -0.6336 -0.0477 1.5222 -0.101
H 0.677 -0.723 0.812 -0.0004 -0.1731 -1.6584 0.137
H 0.847 -1.790 -2.091 0.6961 0.4661 0.3533 0.123
H -0.374 -2.599 -1.421 0.7133 0.1703 1.3396 0.143
H 2.649 -2.772 -0.856 0.0551 0.7423 1.3325 0.078
H 1.635 -3.976 -0.914 -0.7567 -1.8287 -0.6465 0.030
H 1.449 -3.261 0.701 1.0681 0.9933 -2.6593 0.139
H 2.197 0.456 -0.847 0.2034 0.1814 0.0522 0.007
H 1.992 1.201 -2.126 -1.1600 0.7342 -0.7950 -0.019
O 2.662 0.796 -1.616 1.4884 -1.1201 0.6666 -0.036
H 1.320 1.935 2.954 -1.1099 -3.7107 0.4818 0.124
H 0.206 1.072 3.818 2.8403 -0.3291 -2.1653 0.115
O 1.004 0.921 3.132 -1.4980 4.3371 1.8855 -0.166
H 2.023 3.370 -0.460 0.2866 -0.2474 1.0520 0.051
H 1.123 2.405 0.121 -0.9647 -0.9615 -0.1023 -0.030
O 1.805 2.982 0.417 0.8946 1.3386 -0.4164 -0.070
H -3.431 -0.330 0.208 0.4425 0.1671 2.8843 0.075
H -3.327 0.821 1.228 -0.0180 3.0558 0.2360 -0.009
O -3.317 -0.093 1.247 -0.6447 -3.2594 -2.8880 -0.086
H -3.548 -0.665 -2.029 -1.3596 0.6626 -1.8791 0.027
H -2.183 -0.582 -1.367 -0.9250 -0.8012 0.3192 0.052
O -3.102 -0.985 -1.287 2.2731 0.0685 1.3792 -0.038
H -1.761 -0.648 1.943 -0.7921 0.6241 0.1006 0.007
H -0.391 -0.300 2.618 2.5404 3.6754 3.8713 -0.091
O -0.825 -0.798 2.047 -2.1806 -4.6576 -3.5916 -0.018
H -0.318 1.601 -1.442 -3.3283 -3.1879 1.5346 -0.046
H -0.109 3.026 -1.846 1.2742 -2.0350 0.1247 0.133
O 0.351 2.123 -1.727 1.4667 5.4884 -2.0475 -0.049
```
Forces are in eV/Å.

Formula: C3H20O8S
Source: OMol25
Level of theory: wB97M-V/def2-TZVPD

Calculated values
- HOMO-LUMO gap (eV) = 5.680
- molecular weight (g/mol) = 216.252
- LUMO (eV) = 5.401
- 2S+1 = 1
- energy above the lowest of the compared OMol25 structures with the same formula, charge and spin (kJ/mol) = 75.59
- charge = -2
- strongest force on any atom (eV Å⁻¹) = 1.8

Geometry as XYZ:
```
32
Properties=species:S:1:pos:R:3:forces:R:3:lowdin_charge:R:1
C 0.486 0.966 0.326 -0.3592 -0.1179 0.0629 -0.305
O 0.355 -0.435 0.114 -0.9656 -0.0664 -0.7684 -0.401
C 0.301 1.343 1.806 1.3412 -0.8393 0.7529 -0.295
C 1.144 2.548 2.230 -0.8566 1.4760 0.4384 -0.804
S 1.673 2.633 3.982 -0.2891 -0.1866 0.4102 -0.011
H 1.482 1.142 -0.105 0.0969 0.9476 0.5888 0.110
H -0.253 1.663 -0.193 0.6176 -1.2393 -0.1197 0.123
H 0.567 0.522 2.511 0.3121 0.3645 -0.8156 0.052
H -0.765 1.464 2.039 0.1253 0.3819 -0.1949 0.102
H 0.487 3.433 2.031 0.7531 -0.2602 -0.0085 0.035
H 2.105 2.709 1.732 -0.4859 -0.4789 -0.7393 0.011
H -0.156 -1.190 3.031 -0.1572 -0.0120 0.0116 0.001
H -0.182 -1.264 1.479 -0.9200 -0.2093 1.0068 0.007
O -0.668 -1.590 2.320 0.5511 0.0300 -0.8390 -0.135
H -1.391 -1.330 -2.198 -0.0580 -0.3797 0.2931 0.003
H -0.997 -0.827 -0.708 -0.4128 0.1517 -0.8727 0.041
O -1.740 -0.865 -1.424 0.1541 0.0119 0.6238 -0.120
H 0.878 -1.046 -1.198 0.2617 -0.5950 -0.5675 0.036
H 1.585 -2.402 -1.684 -0.0099 0.0511 0.0492 0.046
O 1.185 -1.607 -2.049 -0.0364 0.6064 0.9344 -0.128
H -0.509 -0.716 -4.333 0.0625 -0.2592 0.0231 0.015
H 0.212 -1.669 -3.388 -0.1967 -0.1590 -0.3799 -0.019
O -0.454 -1.664 -4.132 0.1240 0.3557 0.1818 -0.126
H 2.159 -1.452 2.100 0.0751 -0.0365 -0.0426 0.018
H 1.709 -1.365 0.656 0.0622 0.0203 0.4027 -0.013
O 2.330 -1.861 1.245 0.2094 -0.0300 -0.2116 -0.106
H 0.427 0.938 -2.217 0.0000 -0.0553 0.1256 0.008
H -0.972 0.414 -2.554 0.2101 0.5145 0.4811 0.001
O -0.305 1.079 -2.823 -0.2372 0.0261 -0.6970 -0.081
H -3.592 0.489 1.192 0.2803 -0.2220 -0.1835 0.023
H -3.210 -0.309 -0.096 0.1664 0.1296 -0.0011 -0.005
O -3.891 0.248 0.309 -0.4184 0.0793 0.0551 -0.083
```
Forces are in eV/Å.